--- 1 ---
{
  "formula": "C5H9NS",
  "method": "wB97M-V/def2-TZVPD",
  "symbols": ["C", "C", "C", "C", "C", "H", "H", "H", "H", "H", "H", "H", "H", "H", "N", "S"],
  "coordinates": [[-0.94, -1.07, -1.12], [0.03, -0.19, -0.08], [0.27, -0.87, 1.23], [-0.63, 1.23, -0.03], [1.23, 0.52, -0.28], [-2.15, -0.84, -0.79], [-0.64, -0.82, -2.18], [-0.51, -2.30, -0.93], [0.64, 0.10, 1.88], [1.14, -1.59, 1.19], [-0.57, -1.45, 1.63], [-1.09, 1.57, -0.88], [-1.19, 1.60, 0.83], [1.16, 2.65, 0.16], [0.57, 1.68, -0.22], [2.68, -0.21, -0.39]],
  "charge": 0,
  "homo_ev": -8.3,
  "molar_mass_g_mol": 115.201
}

=====

--- 2 ---
{
  "formula": "C5H9NS",
  "method": "wB97M-V/def2-TZVPD",
  "symbols": ["C", "C", "C", "C", "C", "H", "H", "H", "H", "H", "H", "H", "H", "H", "N", "S"],
  "coordinates": [[-1.35, -0.56, 0.56], [-0.18, 0.26, 0.69], [0.79, 1.24, -0.01], [2.07, 0.34, -0.22], [-0.08, -1.04, -0.10], [-2.74, -1.32, -0.85], [-3.05, 0.26, -0.33], [-1.63, -0.97, 1.57], [0.19, -0.05, 1.66], [0.94, 2.18, 0.50], [0.44, 1.41, -0.97], [2.40, 0.38, -1.29], [3.04, 0.51, 0.42], [-0.18, -0.82, -1.21], [-2.30, -0.40, -0.47], [1.65, -1.41, 0.06]],
  "charge": 0,
  "smiles": "N[C@@H]1[C@@H]2CCS[C@@H]12",
  "homo_ev": -8.1,
  "molar_mass_g_mol": 115.201
}

=====

The structure with the greatest stability is 2.

=====

--- 1 ---
{
  "formula": "C10H12N3O2",
  "method": "wB97M-V/def2-TZVPD",
  "symbols": ["C", "C", "C", "C", "C", "C", "C", "C", "C", "C", "N", "N", "N", "O", "O", "H", "H", "H", "H", "H", "H", "H", "H", "H", "H", "H", "H"],
  "coordinates": [[-1.79, 1.34, -0.04], [-1.55, 0.50, 1.02], [1.12, -1.74, 1.56], [-0.97, 1.65, -1.21], [-0.40, -0.30, 1.01], [0.39, -0.62, -0.12], [0.03, 0.96, -1.70], [-1.48, 2.76, -2.10], [-0.77, -1.47, 3.16], [2.52, -1.91, -0.42], [0.02, -1.13, 2.01], [1.34, -1.56, 0.29], [1.04, 1.00, -2.66], [0.85, 1.95, -3.40], [1.97, 0.25, -2.59], [-2.66, 1.90, -0.20], [-2.18, 0.50, 1.91], [1.50, -2.52, 2.20], [-0.78, 3.58, -2.04], [-1.49, 2.48, -3.22], [-2.39, 3.23, -1.68], [-1.28, -2.46, 3.04], [-0.09, -1.76, 3.89], [-1.57, -0.64, 3.30], [2.40, -2.18, -1.57], [3.24, -1.12, -0.47], [2.96, -2.70, 0.02]],
  "charge": 1,
  "homo_ev": -12.7,
  "molar_mass_g_mol": 206.225
}

=====

--- 2 ---
{
  "formula": "C10H12N3O2",
  "method": "wB97M-V/def2-TZVPD",
  "symbols": ["C", "C", "C", "C", "C", "C", "C", "C", "C", "C", "N", "N", "N", "O", "O", "H", "H", "H", "H", "H", "H", "H", "H", "H", "H", "H", "H"],
  "coordinates": [[0.44, 0.63, 4.48], [1.11, -0.49, 3.88], [-0.24, 1.53, 3.61], [1.03, -0.71, 2.48], [-0.20, 1.36, 2.27], [0.35, 0.26, 1.71], [0.76, 1.04, -0.64], [0.53, 0.94, -1.94], [-0.68, -0.81, -0.22], [-0.95, -0.96, -4.47], [-0.76, -1.01, -1.61], [0.26, 0.11, 0.29], [-0.03, -0.18, -2.49], [-1.28, -1.61, 0.44], [-0.79, 0.14, -3.60], [0.83, 0.94, 5.48], [1.51, -1.17, 4.59], [-0.78, 2.49, 4.05], [1.54, -1.57, 2.23], [-0.63, 2.02, 1.52], [1.13, 1.97, -0.14], [0.69, 1.73, -2.72], [-1.64, -1.80, -4.02], [-0.11, -1.47, -4.91], [-1.64, -0.42, -5.23], [-1.34, -1.88, -1.96], [0.88, -1.10, -3.08]],
  "charge": 1,
  "homo_ev": -12.4,
  "molar_mass_g_mol": 206.225
}

=====

The structure with the greatest stability is 2.

=====

--- 1 ---
{
  "formula": "CH3I2NS",
  "method": "wB97M-V/def2-TZVPD",
  "symbols": ["C", "N", "S", "I", "I", "H", "H", "H"],
  "coordinates": [[-0.31, -0.20, 0.03], [-0.54, -0.56, 1.34], [-0.16, -0.67, 2.79], [1.93, -2.78, 2.84], [1.23, 1.26, 3.53], [-1.12, -0.77, -0.54], [0.81, -0.32, -0.13], [-0.64, 0.81, -0.11]],
  "charge": 0,
  "homo_ev": [-8.8, -9.1],
  "molar_mass_g_mol": 314.917
}

=====

--- 2 ---
{
  "formula": "CH3I2NS",
  "method": "wB97M-V/def2-TZVPD",
  "symbols": ["C", "N", "S", "I", "I", "H", "H", "H"],
  "coordinates": [[-0.67, 0.31, 2.21], [-0.34, -0.70, 1.35], [-3.14, -1.31, -0.82], [-2.23, -1.45, -2.94], [-0.12, -2.62, 1.88], [-0.66, 0.01, 3.35], [-1.68, 0.62, 2.01], [0.09, 1.13, 2.25]],
  "charge": 0,
  "homo_ev": [-7.4, -7.4],
  "molar_mass_g_mol": 314.917
}

=====

The structure with the greatest stability is 1.

=====

--- 1 ---
{
  "formula": "C2H4NS3",
  "method": "wB97M-V/def2-TZVPD",
  "symbols": ["C", "C", "N", "S", "S", "S", "H", "H", "H", "H"],
  "coordinates": [[-0.22, 1.18, 0.06], [1.17, -2.10, 1.47], [-0.70, 0.58, -1.21], [0.70, -2.53, 0.08], [-1.12, 2.29, 0.77], [1.75, -1.79, 2.88], [0.85, 0.99, 0.52], [-0.11, 0.89, -2.04], [-1.59, 0.94, -1.21], [-0.72, -0.45, -1.31]],
  "charge": 1,
  "homo_ev": -13.1,
  "molar_mass_g_mol": 138.262
}

=====

--- 2 ---
{
  "formula": "C2H4NS3",
  "method": "wB97M-V/def2-TZVPD",
  "symbols": ["C", "C", "N", "S", "S", "S", "H", "H", "H", "H"],
  "coordinates": [[-0.17, -0.44, 0.48], [1.23, -0.18, 0.06], [-1.32, 0.19, -0.26], [0.65, -1.79, -0.36], [1.89, 1.16, -0.94], [2.72, 0.51, 0.86], [-0.28, -0.78, 1.52], [-1.13, 0.10, -1.36], [-1.33, 1.28, -0.10], [-2.27, -0.04, 0.11]],
  "charge": 1,
  "smiles": "[NH3+][C@H]1SC12SS2",
  "homo_ev": -12.6,
  "molar_mass_g_mol": 138.262
}

=====

The structure with the greatest stability is 1.

=====

--- 1 ---
{
  "formula": "H4O2",
  "method": "wB97M-V/def2-TZVPD",
  "symbols": ["H", "H", "H", "H", "O", "O"],
  "coordinates": [[-0.46, 0.51, -1.29], [-1.89, 0.66, -0.64], [0.55, -0.93, 1.23], [2.03, -0.44, 1.21], [-1.41, 0.43, -1.41], [1.16, -0.23, 0.90]],
  "charge": 0,
  "smiles": "O.O",
  "homo_ev": -11.3,
  "molar_mass_g_mol": 36.030
}

=====

--- 2 ---
{
  "formula": "H4O2",
  "method": "wB97M-V/def2-TZVPD",
  "symbols": ["H", "H", "H", "H", "O", "O"],
  "coordinates": [[-1.84, -0.93, -0.09], [-1.48, 0.15, -1.19], [1.17, 0.35, 1.55], [0.66, 0.02, 0.15], [-1.10, -0.59, -0.68], [1.28, 0.65, 0.63]],
  "charge": 0,
  "smiles": "O.O",
  "homo_ev": -10.9,
  "molar_mass_g_mol": 36.030
}

=====

--- 3 ---
{
  "formula": "H4O2",
  "method": "wB97M-V/def2-TZVPD",
  "symbols": ["H", "H", "H", "H", "O", "O"],
  "coordinates": [[-1.66, 0.99, -0.53], [-0.07, 1.07, -0.55], [0.29, -1.14, 1.24], [1.36, -0.71, 0.25], [-0.90, 1.32, -1.02], [0.98, -1.53, 0.61]],
  "charge": 0,
  "smiles": "O.O",
  "homo_ev": -11.8,
  "molar_mass_g_mol": 36.030
}

=====

The structure with the greatest stability is 2.

=====

--- 1 ---
{
  "formula": "H4O2",
  "method": "wB97M-V/def2-TZVPD",
  "symbols": ["H", "H", "H", "H", "O", "O"],
  "coordinates": [[1.78, 0.84, -0.19], [1.82, -0.76, -0.12], [-2.08, 0.47, 0.23], [-0.52, 0.35, -0.17], [1.23, -0.01, 0.06], [-1.36, -0.11, -0.03]],
  "charge": 0,
  "smiles": "O.O",
  "homo_ev": -10.7,
  "molar_mass_g_mol": 36.030
}

=====

--- 2 ---
{
  "formula": "H4O2",
  "method": "wB97M-V/def2-TZVPD",
  "symbols": ["H", "H", "O", "H", "H", "O"],
  "coordinates": [[-0.17, -3.11, 3.82], [0.02, -1.56, 3.54], [-0.45, -2.28, 4.04], [0.01, 2.51, -4.78], [1.39, 2.45, -3.65], [0.29, 2.24, -3.91]],
  "charge": 0,
  "smiles": "O.O",
  "homo_ev": -11.4,
  "molar_mass_g_mol": 36.030
}

=====

The structure with the greatest stability is 1.

=====

--- 1 ---
{
  "formula": "C4H7ClN2",
  "method": "wB97M-V/def2-TZVPD",
  "symbols": ["C", "C", "C", "C", "N", "N", "Cl", "H", "H", "H", "H", "H", "H", "H"],
  "coordinates": [[1.05, -0.16, 0.60], [0.60, 1.11, -0.15], [0.41, -1.42, -0.06], [-0.83, 0.85, -0.48], [-0.93, -0.90, -0.59], [-1.56, 0.07, 0.38], [-3.30, 0.11, 0.16], [2.19, -0.15, 0.69], [0.66, -0.08, 1.58], [0.87, 1.93, 0.57], [1.20, 1.24, -0.94], [0.68, -1.80, -1.11], [0.13, -2.21, 0.70], [-1.19, 1.40, -1.32]],
  "charge": 0,
  "smiles": "ClN1[C@H]2CCCN21",
  "homo_ev": -9.1,
  "molar_mass_g_mol": 118.567
}

=====

--- 2 ---
{
  "formula": "C4H7ClN2",
  "method": "wB97M-V/def2-TZVPD",
  "symbols": ["C", "C", "C", "C", "N", "N", "Cl", "H", "H", "H", "H", "H", "H", "H"],
  "coordinates": [[-0.61, -0.64, -0.02], [-0.58, 0.66, -0.73], [-1.81, -1.00, 0.78], [1.99, 1.24, -1.11], [-0.51, -1.16, -1.38], [-0.50, 0.04, -1.95], [-1.32, 2.13, -0.36], [0.37, -0.92, 0.47], [-2.60, -0.54, 0.29], [-1.78, -0.46, 1.68], [-1.73, -2.07, 1.04], [2.63, 0.57, -1.66], [2.48, 1.62, -0.16], [1.32, 1.79, -1.57]],
  "charge": 0,
  "homo_ev": [-8.8, -9.0],
  "molar_mass_g_mol": 118.567
}

=====

The structure with the greatest stability is 1.

=====

--- 1 ---
{
  "formula": "C4H7ClN2",
  "method": "wB97M-V/def2-TZVPD",
  "symbols": ["C", "C", "C", "C", "N", "N", "Cl", "H", "H", "H", "H", "H", "H", "H"],
  "coordinates": [[-0.33, -0.63, -1.09], [1.02, -1.32, -0.57], [-0.51, 0.87, 0.91], [-1.23, -0.14, 0.01], [-1.14, -1.01, -2.26], [-0.51, 0.05, -2.33], [-1.58, -1.42, 1.27], [1.03, -2.29, -1.10], [0.98, -1.60, 0.46], [2.00, -0.86, -0.95], [-0.45, 1.81, 0.25], [0.47, 0.37, 0.96], [-1.05, 1.13, 1.82], [-2.27, 0.10, -0.27]],
  "charge": 0,
  "smiles": "C[C@H](Cl)C1(C)N=N1",
  "homo_ev": -10.2,
  "molar_mass_g_mol": 118.567
}

=====

--- 2 ---
{
  "formula": "C4H7ClN2",
  "method": "wB97M-V/def2-TZVPD",
  "symbols": ["C", "C", "C", "C", "N", "N", "Cl", "H", "H", "H", "H", "H", "H", "H"],
  "coordinates": [[0.37, -1.94, -0.53], [-0.26, 0.81, -1.28], [0.75, 0.76, 1.19], [-0.35, 0.49, 0.27], [0.80, -2.82, -1.16], [-0.27, -1.23, 0.40], [-1.70, -2.09, 0.75], [0.81, 0.68, -1.56], [-0.91, 0.26, -1.83], [-0.61, 1.78, -1.45], [1.80, 0.71, 1.01], [0.41, 0.08, 2.09], [0.52, 1.75, 1.60], [-1.33, 0.74, 0.49]],
  "charge": 0,
  "smiles": "CC(C)N(Cl)C#N",
  "homo_ev": -9.5,
  "molar_mass_g_mol": 118.567
}

=====

The structure with the greatest stability is 1.